1.
99
Properties=species:S:1:pos:R:3:forces:R:3 method="wB97M-V/def2-TZVPD" homo_energy_ev="-10.791 / -10.791" total_charge=+1 de_lowest_kcal_mol=0.0
Re 0.10891 0.29479 -0.64262 -0.710 -1.123 0.573
Ge -1.48206 -2.50026 -1.84383 -0.178 -0.041 -0.067
Si -2.51149 -1.72820 2.00862 0.077 0.046 0.023
Si 0.44061 -3.10287 1.69815 0.090 -0.015 0.051
O -0.78939 1.52553 -1.87483 0.318 0.181 -0.281
O 1.59724 0.42299 0.61425 0.258 0.300 -0.122
O 0.84710 1.47124 4.65545 0.029 -0.009 0.009
O 1.29136 0.01695 -2.37221 -0.069 0.338 0.048
N -0.59483 1.43845 0.89874 0.093 0.173 -0.030
N 0.14404 1.37964 2.08319 0.064 0.036 0.032
C -3.57310 -0.30398 1.39125 0.062 -0.064 0.052
C -5.48046 -1.25747 -1.90174 -0.008 0.028 0.006
C -0.69753 -6.64170 -1.26300 -0.006 -0.017 -0.007
C -0.69606 -2.75745 -4.63633 0.101 -0.086 0.053
C 2.28220 0.61309 2.89867 0.003 0.174 -0.019
C -3.40610 3.47882 -0.18038 -0.043 0.004 -0.090
C -3.43148 -2.54555 -1.83582 0.030 0.063 0.091
C 3.52115 0.04132 2.57145 0.034 0.064 -0.004
C 4.46118 -0.21553 3.54111 -0.050 -0.005 -0.048
C 0.58591 -6.78844 -1.76056 0.002 0.011 -0.007
C -1.06332 -1.84203 -3.64986 0.011 -0.050 0.049
C 4.17188 0.10032 4.86958 -0.003 -0.003 0.009
C 1.26250 -5.67911 -2.24936 0.002 -0.028 0.004
C 2.00467 0.93167 4.24110 -0.010 0.023 0.011
C -0.77886 -1.72104 1.13024 -0.017 -0.326 0.087
C -1.31411 -0.52990 -4.04461 -0.104 0.072 0.094
C 0.64856 -4.43870 -2.23737 -0.029 0.032 -0.063
C -0.64372 -4.26653 -1.73614 0.038 0.086 0.102
C -5.56937 -3.64612 -2.07905 -0.017 -0.005 -0.009
C -3.46182 -3.33436 1.88788 0.115 0.085 -0.068
C -4.17902 3.83173 -1.26197 0.049 -0.022 0.064
C 1.08869 -2.62122 3.38996 -0.046 0.120 -0.019
C -1.89238 2.24798 -1.62892 -0.044 -0.008 0.114
C 1.93041 -3.00943 0.56649 -0.001 0.078 0.060
C -3.80627 3.39454 -2.53283 -0.004 -0.007 -0.006
C -2.26929 2.66820 -0.33556 0.029 -0.110 0.055
C -1.52233 2.33836 0.84478 0.034 -0.087 -0.060
C -1.13495 -0.12270 -5.35756 0.021 0.033 -0.083
C 1.29876 0.83145 1.84816 -0.135 0.011 0.084
C -0.52402 -2.36009 -5.95527 0.002 0.070 -0.065
C -0.72627 -1.03708 -6.31857 0.004 -0.049 0.026
C -4.09892 -1.32323 -1.81682 0.000 0.058 0.045
C -1.30161 -5.39186 -1.24864 -0.126 0.000 0.045
C -2.67732 2.62180 -2.71939 0.007 0.003 0.016
C -6.22035 -2.42413 -2.01689 -0.020 -0.007 -0.005
C -0.32511 -4.80963 1.83458 0.029 0.116 -0.019
C -2.16224 -1.35674 3.81186 0.038 -0.177 -0.049
C 2.24185 -0.93600 -2.88500 0.125 -0.035 0.108
C -4.18557 -3.70605 -1.99786 0.032 -0.058 -0.030
C -0.78674 -1.31628 -0.32465 0.175 0.629 -0.539
C 2.96584 0.66545 5.21747 -0.057 -0.006 -0.042
H -4.57643 -0.64063 1.13624 -0.071 -0.044 -0.027
H 5.41166 -0.65438 3.27782 0.037 -0.017 -0.014
H -1.33176 0.90513 -5.64030 -0.004 -0.012 0.010
H -3.66359 0.44263 2.18312 0.004 0.047 0.018
H -3.56406 -3.71076 0.87037 0.004 0.004 -0.087
H -0.23690 -3.08975 -6.70019 0.003 -0.015 -0.024
H 0.31814 -2.47694 4.14760 0.098 -0.034 -0.067
H 1.69528 -1.71115 3.34396 -0.104 -0.202 0.036
H 1.05800 -7.76089 -1.76948 0.014 -0.033 -0.008
H -0.59200 -0.72600 -7.34499 0.013 0.008 -0.037
H 0.38901 -5.58095 1.54207 0.029 -0.011 -0.018
H -1.23323 -7.49904 -0.87935 -0.014 -0.028 0.017
H 1.71588 -3.28739 -0.45972 -0.019 -0.016 -0.042
H 2.26450 -5.78315 -2.64338 0.025 0.002 -0.005
H -5.05556 4.44734 -1.13124 -0.041 0.026 0.010
H 2.73189 0.91442 6.24249 -0.010 0.008 0.028
H -3.01234 -4.10929 2.50472 0.041 -0.083 0.029
H -5.97817 -0.29710 -1.88266 -0.010 0.033 0.008
H -0.54246 -3.80039 -4.38716 -0.009 0.032 -0.001
H -2.37460 2.30854 -3.71051 -0.002 0.021 0.037
H -4.46872 -3.15346 2.26741 -0.065 0.020 0.023
H 1.72880 -1.59952 -3.58076 0.043 -0.003 0.009
H 3.72360 -0.19357 1.53646 0.008 -0.002 -0.023
H -1.66910 0.19115 -3.32275 0.012 -0.079 -0.078
H -3.11480 -1.27882 4.33688 -0.100 0.041 0.026
H 4.90383 -0.09758 5.64041 0.025 -0.009 0.024
H -1.64344 -0.40350 3.92394 0.062 0.046 0.015
H -7.29910 -2.38025 -2.07561 -0.029 0.001 -0.009
H 1.73739 -3.42537 3.73990 0.079 -0.077 0.021
H -2.29930 -5.31084 -0.83534 0.047 0.022 0.030
H -0.32870 -0.90150 1.70717 -0.098 0.045 0.075
H 2.72151 -3.66589 0.93061 0.041 -0.058 0.043
H -0.60765 -4.99478 2.87150 -0.005 -0.008 0.077
H -1.72748 2.88224 1.76346 -0.001 0.008 -0.005
H -1.21421 -4.92994 1.22405 -0.001 -0.020 -0.024
H -3.67001 3.81604 0.81311 -0.021 0.014 0.046
H -4.40119 3.67444 -3.39152 -0.015 0.012 -0.023
H 3.04865 -0.39757 -3.37861 0.003 -0.047 0.004
H -3.53707 -0.39810 -1.74831 0.037 0.073 0.071
H 0.93642 0.57140 -3.08514 -0.127 -0.160 -0.073
H 2.31502 -1.98535 0.57960 0.008 -0.045 0.014
H -3.70534 -4.67045 -2.09324 -0.016 0.023 0.012
H -1.57795 -2.12272 4.32124 -0.105 0.020 -0.026
H 1.18811 -3.58923 -2.63847 0.007 0.003 -0.014
H 2.62311 -1.48057 -2.02546 -0.003 -0.029 -0.041
H 0.26877 1.62979 3.88642 0.009 -0.005 -0.029
H -6.13834 -4.55728 -2.20201 -0.019 -0.031 0.002
H -3.16096 0.18224 0.51420 0.042 0.066 -0.190

***

2.
9
Properties=species:S:1:pos:R:3:forces:R:3 method="wB97M-V/def2-TZVPD" homo_energy_ev=-9.060 total_charge=0 de_lowest_kcal_mol=100.5
O 0.95530 0.78294 0.05972 0.497 0.135 0.000
O -1.32315 -0.60870 -0.13366 -0.886 2.632 0.637
N 1.15783 -0.58157 0.03818 -0.893 -0.225 -0.597
C -1.37246 0.65154 0.02199 1.648 -3.053 -0.074
H -1.47842 1.33972 -0.76494 -0.310 0.488 -1.771
H -1.33503 1.19143 0.94101 -0.144 -0.330 1.372
H 1.26048 -0.93215 -0.92160 0.210 0.318 -0.134
H 0.09877 -0.90978 0.24242 1.615 -0.581 0.404
H 2.03669 -0.93343 0.51688 -1.738 0.616 0.161

***

3.
104
Properties=species:S:1:pos:R:3:forces:R:3 method="wB97M-V/def2-TZVPD" homo_energy_ev=-5.094 total_charge=0 de_lowest_kcal_mol=591.9
O 0.71741 4.09404 0.57548 0.086 -0.900 -0.845
O 1.21622 -3.59098 -1.11057 -0.358 1.063 -0.817
O -0.31142 0.73728 5.31273 0.387 -1.099 -2.135
O -0.53481 1.96390 -4.31497 2.635 -1.261 0.970
O -3.57606 -1.07035 -3.32026 0.101 -0.501 -0.100
O -1.13723 0.27929 0.47548 2.558 -6.195 3.736
O 1.37684 -1.61804 2.24998 13.878 -6.334 4.013
N -0.45708 -1.02445 1.95854 -7.742 0.860 6.170
N 3.86977 1.07000 2.56838 1.159 0.139 0.046
N 4.36836 -1.65112 -1.15235 0.150 -1.395 0.418
N -1.58840 1.66661 -0.76674 3.672 7.795 -6.470
N -3.47221 2.22433 -1.65518 -6.564 1.443 -3.514
C -0.77885 1.37891 -1.94877 0.883 2.837 -0.186
C -3.34831 -0.20363 -2.24291 -0.263 1.656 -1.194
C 2.46882 -1.56564 -2.67632 -0.727 0.261 -0.465
C -0.64363 2.81030 -5.37939 -0.492 1.132 -0.567
C -1.33207 -2.03368 0.01584 0.208 -0.850 -2.477
C -2.30526 0.08255 3.04243 -0.523 -0.400 2.188
C 2.58793 -0.91988 2.08330 1.691 0.827 -0.705
C 0.65697 -4.85155 -0.86275 0.421 -0.196 -0.578
C 2.54088 0.54884 2.53636 -1.174 0.007 0.460
C 0.26095 0.54776 6.56179 -0.432 0.114 0.958
C 1.50466 -2.98168 1.82603 -0.598 -1.043 -0.442
C -1.22323 2.92735 -0.10566 -0.316 -1.436 1.522
C -2.96759 1.72270 -3.95229 -1.378 -1.909 0.525
C 0.05794 2.84026 0.75028 -1.958 2.131 -3.353
C -0.71677 -0.71610 -0.47390 0.565 -1.251 3.029
C -3.69642 -2.39799 -2.88937 -0.274 -0.203 -1.035
C 2.93609 -1.92396 -1.25862 0.958 0.634 -1.327
C 1.94281 4.10518 1.20918 0.971 2.112 0.714
C -0.79177 -0.03483 2.98146 0.498 -0.356 1.284
C -0.03478 -0.32989 4.32730 -1.580 1.165 0.640
C -3.74009 1.25249 -2.71619 -0.220 0.611 0.760
C 2.62629 -3.39925 -1.04710 -0.400 -0.678 0.074
C 1.66840 1.48710 1.69659 1.610 -2.875 0.824
C 0.79842 -0.63257 -0.45526 -2.325 -1.385 -0.660
C -0.74548 2.55201 -3.02925 2.591 0.175 1.440
H -2.69061 -0.75606 3.62238 -0.016 -0.580 -0.092
H -1.58471 3.35139 -5.28093 0.077 0.627 -0.119
H 4.41312 0.68032 3.32536 0.130 -0.283 0.074
H 4.49282 -1.89065 -0.17909 1.113 0.178 0.315
H -4.81609 1.28477 -2.88731 -0.211 -0.490 -0.310
H 1.41778 -1.76351 -2.88674 -0.104 -0.456 0.369
H 3.15890 -3.95056 -1.82200 0.041 -0.386 0.046
H 1.03346 -0.47303 4.16458 -0.388 0.226 0.312
H -2.86992 0.08399 2.11010 0.542 0.355 -0.027
H 2.01121 -3.09534 0.86760 -0.508 0.859 0.882
H -1.90565 3.14805 0.71513 -1.202 -0.094 -0.532
H -1.10382 0.42569 -2.36576 0.275 1.915 -1.662
H 3.84863 2.05961 2.76917 -0.048 0.208 -0.190
H -3.64190 -3.01506 -3.78623 0.055 -0.141 -0.007
H -3.09003 0.98115 -4.74173 -0.083 0.121 -0.322
H 2.05037 0.57598 3.50938 0.391 0.104 0.173
H -0.95151 -2.28490 1.00587 -0.551 -1.491 -3.017
H -0.44472 0.90813 2.55900 -0.037 0.269 1.038
H 2.01244 1.69802 0.68404 1.236 -1.009 0.427
H -3.27637 2.71359 -4.28531 -0.290 -0.112 0.144
H -0.79133 0.04597 1.34007 -0.328 -1.495 -0.411
H -4.69222 -2.54872 -2.47251 -0.013 -0.181 0.502
H 1.95836 -3.71143 2.49665 0.319 0.744 0.739
H -0.25289 -4.95624 -1.45377 0.006 0.178 -0.063
H 2.59478 3.23925 1.09436 0.175 1.034 -0.798
H -0.75446 2.27369 -6.32166 0.426 -0.331 0.139
H 2.85126 -3.76591 -0.04558 1.469 -0.267 -0.467
H 0.61127 1.99601 0.33899 -1.076 1.669 -0.657
H 2.43318 -1.31307 -0.50895 1.468 -0.895 -0.818
H -1.08475 -2.70821 -0.80388 0.031 -0.712 0.281
H 0.22020 3.47494 -5.39122 -0.044 0.376 -0.378
H -1.32080 3.75915 -0.80328 0.627 0.159 0.122
H 2.49216 -0.50320 -2.91872 0.667 0.175 0.222
H 1.16127 -0.62012 0.57250 -0.307 0.401 -1.518
H 2.45701 5.02735 0.93843 0.037 -0.014 -0.158
H 3.37067 -1.52711 2.53793 0.263 0.411 0.397
H 0.49234 -3.35801 1.67881 -0.023 0.203 -0.002
H 0.10766 3.19779 -2.82138 0.261 0.159 0.103
H -1.64510 3.16456 -2.96941 0.270 0.167 0.010
H -2.42146 -2.02883 0.05185 -0.080 0.480 0.075
H -3.90913 -0.51763 -1.36257 -0.316 0.135 0.208
H -1.90950 1.73128 -3.69065 -3.602 -1.273 -1.149
H 4.57324 -0.66559 -1.23511 -0.213 0.177 -0.085
H -2.48172 2.19066 -1.46050 -0.986 -0.001 0.429
H 1.73012 4.17458 2.27598 0.359 0.252 0.622
H -0.39688 -1.27949 4.72130 -0.305 -0.198 0.147
H 0.36221 -4.97443 0.17942 0.278 -0.171 0.234
H -2.28628 -0.20752 -1.99758 -1.671 -0.451 -0.125
H 1.15172 -1.52487 -0.97204 -1.816 1.056 0.444
H -3.99897 1.89005 -0.86090 0.285 0.279 0.560
H 1.60814 2.47584 2.15141 -0.142 -1.683 0.705
H 2.79284 -0.87808 1.01355 0.527 -0.149 0.267
H 3.00157 -2.12944 -3.44210 0.373 0.080 0.190
H -2.89929 -2.71177 -2.21542 -0.022 0.050 0.231
H -1.03244 -0.41280 -1.47213 0.290 -1.636 1.974
H -0.18911 -0.26407 7.13316 -0.203 -0.482 -0.157
H -0.14328 2.69654 1.81187 -0.592 0.217 -0.247
H 1.33623 0.37025 6.58055 0.259 0.223 -0.308
H -0.97280 -1.86894 2.16094 -0.393 0.921 1.323
H 0.67704 1.08584 1.48615 1.407 -0.517 1.079
H -0.00818 1.43891 7.12882 0.425 0.133 0.048
H 1.35233 -5.61473 -1.21221 -0.023 -0.372 0.320
H 0.51991 -1.27742 1.91844 -3.930 2.264 -1.801
H 0.20811 1.14012 -1.55256 0.089 1.274 -1.395
H -2.58170 0.88866 3.72204 -0.088 0.502 -0.445
H -1.56653 0.82401 -0.21028 -3.508 3.371 -1.486
H 1.01444 0.25550 -1.04919 1.254 -0.776 0.695

***

4.
56
Properties=species:S:1:pos:R:3:forces:R:3 method="wB97M-V/def2-TZVPD" homo_energy_ev=-8.676 total_charge=0 de_lowest_kcal_mol=540.2
O 0.65645 -0.96628 -1.21842 -5.174 -2.433 -3.019
O -1.10132 2.72066 -2.84846 1.407 -2.006 1.805
O 2.65459 -2.34872 -2.44633 -6.865 -3.708 5.061
O 1.94990 -3.11373 -0.09782 3.747 3.154 -3.898
N -2.91617 0.76568 -3.36605 1.047 -4.749 1.412
N -0.54327 -2.67317 -2.20596 3.284 -9.687 0.085
N -2.48747 -1.42559 -3.22438 -3.749 -2.934 -4.205
N -0.62877 1.88629 -0.82639 -1.315 -3.849 9.127
C -1.54235 -0.89114 -2.47713 -2.110 3.513 -0.044
C -1.28111 1.49641 1.72617 -2.989 -5.261 -4.573
C -0.41669 -1.48041 -1.90082 4.244 4.364 2.945
C -1.86824 0.35626 -2.39897 1.303 11.180 -0.928
C 3.16559 0.21516 1.03112 6.208 -8.935 -12.737
C 0.55447 -3.62897 -1.69386 -4.162 -1.364 -7.268
C 1.87968 1.00429 2.61606 -8.004 1.723 11.906
C -1.11990 2.81395 1.84378 1.974 7.380 1.775
C 1.44747 -0.26649 2.90510 -1.661 1.235 0.172
C 3.19010 -2.17170 0.20852 -0.966 -1.555 -1.728
C -0.43776 3.70977 0.79838 -4.935 1.454 -4.323
C -0.95482 1.80390 -1.96929 -7.505 -1.565 -11.535
C 2.60186 -1.10346 0.96078 5.439 3.736 -2.239
C -1.44446 3.60930 3.02039 -1.456 -9.515 -0.314
C 0.79710 -4.79628 -2.79758 0.928 -0.266 4.475
C 0.03647 2.99778 -0.42825 3.394 -5.989 11.463
C 2.60459 1.10709 1.62962 5.424 14.946 -2.827
C 1.81265 -1.23215 1.92142 -6.421 -1.747 8.759
C 1.66668 -2.85203 -1.58777 11.595 4.541 0.755
C -2.02841 0.63540 2.56200 4.640 12.449 2.633
C -2.00144 2.60993 4.07999 3.269 8.167 -4.096
C -2.07701 1.35901 3.78156 -5.393 -8.947 3.310
C -3.28358 -0.50386 -3.80741 -0.994 -0.567 0.405
C -1.09582 0.74431 0.30608 7.331 11.022 3.007
H 3.17430 2.43243 1.39992 -1.809 -3.895 0.606
H 0.20960 4.56079 1.01662 -0.032 -0.581 0.759
H 0.65442 -0.34163 3.75312 1.766 -0.691 -1.621
H -1.45793 4.36041 0.11922 2.358 -1.395 2.471
H 1.58012 -5.53765 -2.37076 -1.203 1.434 -0.955
H 3.79072 -1.74918 -0.66527 -1.369 -1.181 0.686
H -2.18823 -0.26656 2.40217 -1.626 -8.016 -1.186
H -2.07213 3.32827 4.81533 -1.049 -0.412 3.206
H 1.56265 1.95142 3.44383 0.931 -2.821 -2.889
H -3.38318 1.60603 -3.69298 0.850 0.144 0.775
H -0.25477 0.21996 0.42911 3.172 -2.316 0.142
H -1.15443 -3.22267 -2.82064 -0.509 1.753 0.312
H 1.43462 -2.11475 2.34644 -0.522 -2.085 -0.775
H 0.38957 3.44984 -1.14778 3.266 5.098 -6.977
H 3.89083 0.35164 -0.02532 -1.721 0.235 3.450
H -1.21525 4.58428 3.24425 0.297 2.142 0.097
H 1.04783 -4.35321 -3.68011 1.298 1.149 -2.319
H 0.24972 -4.00384 -0.81815 -1.038 -1.382 3.162
H -1.79571 0.23524 0.00390 -7.623 -4.658 -3.175
H -4.33739 -0.70749 -4.47748 3.627 0.444 2.053
H -0.09563 -5.32019 -2.96359 -1.445 -0.892 0.066
H -2.68438 0.59541 4.66294 1.993 2.390 -2.051
H 1.01443 2.31840 0.11749 -1.424 2.292 -1.566
H 3.85121 -2.75816 0.81162 0.276 -0.543 0.370